84
Properties=species:S:1:pos:R:3:lowdin_spin:R:1 method="wB97M-V/def2-TZVPD" gap_ev="7.57 / 7.57" spin_multiplicity=3 lumo_ha="0.0916 / 0.0915" homo_energy_ev="-5.0779 / -5.0781" energy_ev=-40605.9173 s_squared=2.008 charge=-1
C 5.15 -2.07 -0.10 0.001
C 5.07 -1.37 -1.46 0.000
C 3.82 -0.50 -1.62 0.000
C 2.82 -1.03 -2.65 0.000
N 1.99 -2.09 -2.06 0.000
Nb 0.70 -2.00 -0.46 0.000
C -0.98 -0.75 -1.52 0.000
C -0.92 0.69 -1.70 0.000
O -1.06 1.34 -2.70 0.000
F -0.69 1.39 -0.54 0.000
H 5.30 -1.35 0.71 0.001
H 5.96 -2.79 -0.06 0.000
H 4.21 -2.59 0.12 0.000
H 5.97 -0.76 -1.60 0.000
H 5.10 -2.14 -2.24 0.000
H 4.08 0.52 -1.88 0.000
H 3.30 -0.44 -0.66 0.000
H 2.20 -0.22 -3.04 0.000
H 3.37 -1.43 -3.51 0.000
H 1.48 -2.57 -2.80 0.000
H -0.30 -3.47 -1.04 0.000
H 1.57 -2.94 0.83 0.000
H 1.18 -0.37 0.28 0.000
H -0.57 -2.01 0.86 0.000
H -1.10 -1.15 -2.53 0.000
H -1.86 -1.01 -0.93 0.000
C -4.26 3.10 -3.16 0.005
C -5.01 1.91 -2.54 0.024
C -4.56 0.57 -3.14 0.018
C -5.05 0.34 -4.57 0.001
C -6.56 0.50 -4.67 0.017
C -7.05 1.86 -4.14 0.025
N -6.50 2.02 -2.75 0.401
O -7.22 1.51 -1.82 0.500
C -6.63 2.99 -5.07 0.004
C -8.57 1.88 -4.03 -0.002
C -4.74 1.91 -1.04 -0.001
H -3.72 2.82 -4.07 0.000
H -4.92 3.93 -3.40 0.001
H -3.51 3.45 -2.45 0.000
H -4.94 -0.23 -2.51 0.001
H -3.47 0.53 -3.10 0.002
H -4.55 1.03 -5.26 0.000
H -4.77 -0.66 -4.88 0.001
H -6.90 0.40 -5.70 0.002
H -7.05 -0.28 -4.08 0.002
H -6.86 3.96 -4.64 0.001
H -7.19 2.88 -6.00 0.000
H -5.57 2.97 -5.32 0.000
H -8.94 1.04 -3.44 0.000
H -8.99 1.82 -5.04 0.000
H -8.91 2.80 -3.57 0.000
H -5.10 2.82 -0.57 0.000
H -3.65 1.87 -0.92 0.000
H -5.18 1.06 -0.54 0.000
C 4.25 -1.84 6.42 0.004
C 4.36 -1.92 4.89 0.024
C 5.64 -1.26 4.36 0.016
C 5.64 0.26 4.45 0.001
C 4.41 0.84 3.76 0.016
C 3.09 0.27 4.30 0.024
N 3.20 -1.23 4.21 0.377
O 2.93 -1.69 3.06 0.525
C 2.82 0.76 5.72 0.003
C 1.92 0.69 3.42 -0.001
C 4.32 -3.39 4.47 -0.001
H 4.94 -1.11 6.85 0.000
H 3.24 -1.59 6.74 0.002
H 4.49 -2.82 6.85 0.000
H 5.76 -1.56 3.32 0.002
H 6.49 -1.69 4.91 0.002
H 5.69 0.58 5.49 0.000
H 6.54 0.64 3.97 0.001
H 4.38 1.93 3.88 0.002
H 4.45 0.63 2.69 0.002
H 1.95 0.25 6.14 0.001
H 2.59 1.82 5.67 0.000
H 3.66 0.63 6.40 0.000
H 2.08 0.42 2.37 0.000
H 1.79 1.77 3.51 0.000
H 1.00 0.19 3.74 0.000
H 3.37 -3.84 4.76 0.000
H 5.14 -3.91 4.98 0.000
H 4.43 -3.49 3.40 0.000